(1)
C3H8N2O in the gas phase at a distorted geometry, computed with the ωB97M-V functional and the def2-TZVPD basis.

Cartesian coordinates (Å):
H 0.7071 -1.1488 -0.1436
C 0.1227 0.6759 0.4255
H -2.8068 -1.1432 0.7044
C -1.1063 0.0952 1.0791
H 1.9778 0.8194 -2.0305
N -1.9227 -0.8593 0.2195
H -1.9275 0.7839 1.4332
N 0.8112 -0.1923 -0.4848
H -0.7972 -0.4937 1.9270
H 2.3242 -0.8340 -1.5541
H 2.7320 0.4808 -0.5043
C 2.0164 0.0803 -1.1793
H -2.3536 -0.1584 -0.4355
O 0.2229 1.8941 0.5435

Output
SMILES ... CNC(=O)CN
Energy ... -8267.5988 eV
Kohn-Sham gap ... 10.501 eV
Energy relative to the best compared isomer or geometry (same formula, charge and spin) ... 39.8 kcal/mol

Quick look at the natural (NBO) charges, all values in e: 0.393, 0.653, 0.354, -0.323, 0.204, -0.827, 0.212, -0.615, 0.201, 0.204, 0.192, -0.404, 0.344, -0.588

=====

(2)
A molecular structure, C15H27N4OSSbZr at a distorted geometry, computed with the ωB97M-V functional and the def2-TZVPD basis.

Cartesian coordinates (Å):
N -2.0842 -0.9808 -0.1056
C 4.7606 -1.1723 2.6600
Sb 1.9799 -0.0331 2.3129
H -3.4252 2.0745 -0.4163
H 1.1169 2.5618 2.6423
C -1.7360 -0.5319 -2.3954
H 2.3597 3.7715 0.7754
H 5.8456 -1.0687 2.7007
H 0.1770 -1.9141 0.5579
H -1.7831 0.1768 -5.6904
H -3.6305 -2.6662 2.9407
C 1.8958 -0.5820 0.1332
H 4.5355 -1.9252 1.9003
C 1.4713 2.0483 1.7511
C 4.1235 0.1799 2.3409
H -3.0214 -1.1480 -3.9882
C -0.3747 0.9391 -4.2614
H -2.8803 -1.5882 4.0760
H 0.8365 1.5018 -2.5844
H 0.7927 -2.0495 -1.1150
N -2.7107 -1.6651 0.9023
H 0.1871 1.5341 -4.9679
C -2.4468 -1.2601 -1.3218
H -2.9354 2.2887 1.2785
H 1.6713 -2.7198 0.2440
C -2.1592 -0.5601 -3.7080
S -1.4550 0.1539 2.5182
Zr -0.4858 0.4586 0.2170
C -1.4664 0.1841 -4.6557
C 2.6492 2.7712 1.1004
O -1.3745 2.0534 -0.0699
H -2.7438 3.6168 0.1203
H 4.4582 0.5754 1.3834
C 1.0751 -1.8680 -0.0775
C -0.0079 0.9189 -2.9317
H -4.3780 -1.7646 -2.0534
C -3.4910 -2.2628 -1.6514
H -3.7799 -2.8138 -0.7656
H 0.6231 2.0863 1.0522
C -2.7025 2.5389 0.2489
H 4.4316 -1.5615 3.6249
H 4.3476 0.9197 3.1105
H 1.5463 0.2794 -0.4832
H -3.1226 -2.9503 -2.4148
H 3.4615 2.8811 1.8154
N -3.0042 -1.8990 3.1280
H 3.0439 2.2380 0.2334
H 2.9200 -0.7153 -0.2020
N -0.6587 0.1889 -2.0193
C -2.4525 -1.2408 2.1101

Output
Energy ... -42640.6371 eV
Kohn-Sham gap ... 7.113 eV
Energy relative to the best compared isomer or geometry (same formula, charge and spin) ... 13.2 kcal/mol
Net charge ... +2

Quick look at the natural (NBO) charges, all values in e: -0.415, -0.635, 1.067, 0.196, 0.264, 0.156, 0.240, 0.248, 0.210, 0.261, 0.430, -0.749, 0.202, -0.673, -0.707, 0.258, -0.212, 0.427, 0.221, 0.242, -0.410, 0.265, 0.343, 0.207, 0.288, -0.191, -0.206, 1.971, -0.088, -0.628, -0.818, 0.226, 0.226, -0.659, 0.093, 0.267, -0.702, 0.286, 0.119, -0.248, 0.224, 0.242, 0.144, 0.257, 0.242, -0.738, 0.201, 0.296, -0.576, 0.338

=====

(3)
A molecular structure, C22H25ClF3N2O5RhS at a distorted geometry, computed with the ωB97M-V functional and the def2-TZVPD basis.

Cartesian coordinates (Å):
H -0.1478 -3.7933 -1.4486
C -0.8798 -1.5710 2.2938
F 2.5838 -0.0693 1.3297
C 0.9030 -4.0355 -1.5198
C 1.6288 4.4741 -0.6954
C -0.4744 0.8039 2.2536
C -2.3017 3.2778 0.0233
H -1.6812 4.4739 2.1435
C 1.7762 -3.0832 -2.0490
H -3.4467 -2.7214 3.0775
S 1.1830 -1.5120 -2.5984
F 2.1451 -2.1350 0.8733
H -2.3863 2.5507 -0.7779
O -0.0226 -0.5049 1.9902
C 2.2935 -0.9008 0.3214
O 1.1898 1.7706 -0.0938
H -1.6963 -1.2460 2.9433
O 0.4069 1.3678 -2.1029
N -2.4215 -3.1534 1.2709
H 3.8011 -2.6532 -2.5809
H -1.3669 3.0954 3.1951
C 1.1073 6.3264 -2.1125
H -1.7390 4.1420 -0.3331
H 2.2258 6.5021 -0.2932
F 3.3764 -0.9646 -0.4567
C -1.2812 1.3601 1.0864
C 1.7052 5.8320 -0.9637
H -2.6436 -4.8595 0.0486
H -0.2805 -2.3135 2.8304
H -2.0297 -3.7746 3.2538
H -0.0171 5.8959 -3.8862
C 3.1300 -3.3962 -2.1708
H -0.1302 3.4558 -3.3943
H 4.6598 -4.8549 -1.8230
N -1.6070 2.6582 1.1448
C 2.7366 -5.5583 -1.1896
H -0.0776 3.7188 2.1492
C 0.3798 4.1326 -2.7211
C -2.8696 -3.5208 2.6071
H -4.1077 -3.8760 0.2684
H -2.7902 -3.2975 -0.7722
C 0.8557 2.1631 -1.2470
C 3.6042 -4.6262 -1.7405
H 0.7027 -5.9865 -0.6544
H 3.1073 -6.5171 -0.8492
C 0.4424 5.4902 -2.9954
C 1.3840 -5.2605 -1.0827
Rh 0.5168 -0.4329 -0.6221
C -3.0271 -3.8407 0.1364
C -1.4364 -2.2665 1.0540
O -1.6215 0.6190 0.1606
C -1.1516 3.5281 2.2177
H -3.5105 -4.3943 2.5277
H -1.0628 0.8360 3.1766
H 2.0872 4.0570 0.1914
C 0.9654 3.6208 -1.5704
O -0.9995 -2.0637 -0.0790
Cl 1.1819 8.0299 -2.4453
H 0.4285 1.4018 2.3737
H -3.3003 3.5991 0.3264

Output
Energy ... -70955.5739 eV
Kohn-Sham gap (alpha / beta) ... 6.960 / 7.043 eV
Energy relative to the best compared isomer or geometry (same formula, charge and spin) ... 35.4 kcal/mol

Quick look at the natural (NBO) charges, all values in e: 0.223, -0.151, -0.338, -0.236, -0.177, -0.165, -0.421, 0.220, -0.198, 0.203, -0.004, -0.363, 0.252, -0.522, 0.886, -0.765, 0.193, -0.702, -0.410, 0.226, 0.201, -0.025, 0.210, 0.227, -0.335, 0.683, -0.250, 0.202, 0.222, 0.208, 0.229, -0.201, 0.241, 0.212, -0.417, -0.233, 0.214, -0.170, -0.415, 0.203, 0.250, 0.744, -0.215, 0.193, 0.208, -0.247, -0.161, 0.938, -0.416, 0.695, -0.685, -0.415, 0.223, 0.190, 0.236, -0.099, -0.639, -0.001, 0.246, 0.197

=====

(4)
A molecular structure, C3H3BrClI at a distorted geometry, computed with the ωB97M-V functional and the def2-TZVPD basis.

Cartesian coordinates (Å):
H -2.2209 0.6318 -0.3071
C -0.4762 -0.3160 -1.0039
C 2.2079 0.4838 0.8330
Cl 0.7077 1.3217 -0.2604
C -1.5681 -0.1728 -0.0784
H -2.3012 -0.9451 -0.0715
H -1.4695 -0.1604 1.0356
I 1.2490 -1.5285 -0.0691
Br 3.8713 0.6856 -0.0781

Output
Energy ... -93817.3387 eV
Kohn-Sham gap ... 7.317 eV
Energy relative to the best compared isomer or geometry (same formula, charge and spin) ... 153.5 kcal/mol

Quick look at the natural (NBO) charges, all values in e: 0.258, -0.017, -0.273, -0.013, -0.871, 0.269, 0.232, 0.350, 0.064

=====

(5)
2 unconnected molecules or ions with the total composition C6H14O at a distorted geometry, computed with the ωB97M-V functional and the def2-TZVPD basis.

Cartesian coordinates (Å):
H -0.4772 2.2315 -2.3782
O 3.5570 1.5915 -2.9302
H 0.6633 -0.5930 -0.2385
H -1.5255 0.9380 -2.7873
H -0.1055 -1.8381 3.4672
H 0.1380 0.5564 -2.5016
C -0.1347 0.0626 0.0870
H 3.0690 2.3733 -2.6428
H -1.6287 1.4900 -0.2521
H -0.4968 -2.1904 1.0019
H 4.4774 1.8870 -2.9124
H -0.6278 -3.2547 2.7937
H 0.2364 0.0629 2.1986
C -1.1243 -1.5622 1.6346
C -0.6177 -0.1130 1.5476
H -1.8619 -2.1345 3.6549
H -1.3556 0.6376 1.7564
C -0.6874 1.1866 -2.1313
H -2.1133 -1.7302 1.2051
C -0.8604 0.8585 -0.6878
C -1.0183 -2.2712 3.0032

Output
SMILES ... C/C=C/CCC.O
Energy ... -8495.3885 eV
Kohn-Sham gap ... 10.022 eV
Energy relative to the best compared isomer or geometry (same formula, charge and spin) ... 34.7 kcal/mol

Quick look at the natural (NBO) charges, all values in e: 0.212, -0.934, 0.201, 0.216, 0.196, 0.211, -0.173, 0.468, 0.180, 0.191, 0.467, 0.212, 0.200, -0.392, -0.423, 0.210, 0.205, -0.648, 0.205, -0.189, -0.613

=====

Number 1: molecular weight 88.11 u. Number 2: molecular weight 524.46 u. Number 3: molecular weight 624.87 u. Number 4: molecular weight 281.32 u. Number 5: molecular weight 102.18 u.